Entry from the OMol25 dataset: one molecule with the formula C4H7NO in a non-equilibrium geometry (ωB97M-V with the def2-TZVPD basis set).

The geometry in ORCA input format:
```
! wB97M-V def2-TZVPD RIJCOSX def2/J DEFGRID3
* xyz 0 1
O -1.35 -0.50 1.31
N 1.22 0.55 0.33
C 0.53 1.08 -0.64
C -0.66 0.23 -0.93
C 0.87 -0.99 0.41
C -0.60 -0.87 0.14
H 0.96 1.80 -1.33
H -0.60 -0.17 -1.94
H -1.11 -1.78 -0.23
H -1.57 0.83 -0.83
H -0.75 0.08 1.80
H 1.06 -1.44 1.39
H 2.01 1.14 0.62
*
```

Properties
Lowest unoccupied orbital energy (alpha / beta) (hartree): 0.019 / 0.019
ΔE to the lowest compared entry with this formula, charge and spin (kcal/mol): 92.1
Highest occupied orbital energy (alpha / beta) (eV): -7.1 / -7.1

Need the Mulliken charges? In units of e they are: number 1, O, carries -0.56; number 2, N, carries -0.07; number 3, C, carries -0.24; number 4, C, carries -0.54; number 5, C, carries -0.84; number 6, C, carries 0.03; number 7, H, carries 0.33; number 8, H, carries 0.29; number 9, H, carries 0.39; number 10, H, carries 0.29; number 11, H, carries 0.39; number 12, H, carries 0.26; number 13, H, carries 0.26

***

Entry from the OMol25 dataset: one molecule with the formula C12H21NO in a non-equilibrium geometry (ωB97M-V with the def2-TZVPD basis set).

The geometry in ORCA input format:
```
! wB97M-V def2-TZVPD RIJCOSX def2/J DEFGRID3
* xyz 0 1
O 4.42 0.43 -0.78
N 2.70 0.60 0.76
C 3.52 0.55 -0.08
C 1.32 0.99 0.93
C -0.38 1.60 -1.53
C 0.15 0.18 0.50
C 0.62 -1.30 -1.48
C -2.24 0.33 -0.64
C -0.98 1.06 -0.17
C -1.50 2.22 0.66
C 1.44 -2.01 0.61
C 0.25 -1.21 -0.02
C 0.35 0.43 2.03
C -0.96 -2.05 0.32
H -1.08 -1.89 1.39
H 1.19 2.01 0.81
H 1.67 -2.02 1.70
H -2.72 0.08 0.39
H -0.34 1.11 2.46
H 1.38 -3.06 0.33
H 0.62 -0.39 2.67
H -1.81 -1.73 -0.17
H 2.33 -1.66 0.09
H -0.58 0.73 -2.19
H 0.66 1.90 -1.36
H -0.84 -3.13 0.21
H -2.07 -0.51 -1.26
H -0.87 3.03 0.82
H 1.48 -0.65 -1.73
H -2.95 0.93 -1.22
H 0.89 -2.30 -1.85
H -2.34 2.66 0.14
H -1.11 2.30 -1.83
H -0.29 -1.20 -2.04
H -1.92 1.98 1.54
*
```

Properties
Lowest unoccupied orbital energy (hartree): 0.026
ΔE to the lowest compared entry with this formula, charge and spin (kcal/mol): 82.1
SMILES: CC(C)(C)C1(C(C)(C)C)C[C@H]1N=C=O
Highest occupied orbital energy (eV): -9.7

Need the Mulliken charges? In units of e they are: number 1, O, carries -0.48; number 2, N, carries -0.41; number 3, C, carries 0.63; number 4, C, carries -0.43; number 5, C, carries -1.60; number 6, C, carries 1.07; number 7, C, carries -2.12; number 8, C, carries -1.98; number 9, C, carries 2.10; number 10, C, carries -2.61; number 11, C, carries -1.82; number 12, C, carries 2.01; number 13, C, carries -1.20; number 14, C, carries -2.04; number 15, H, carries 0.44; number 16, H, carries 0.68; number 17, H, carries 0.24; number 18, H, carries 0.41; number 19, H, carries 0.24; number 20, H, carries 0.45; number 21, H, carries 0.27; number 22, H, carries 0.44; number 23, H, carries 0.49; number 24, H, carries 0.35; number 25, H, carries 0.27; number 26, H, carries 0.42; number 27, H, carries 0.31; number 28, H, carries 0.48; number 29, H, carries 0.25; number 30, H, carries 0.52; number 31, H, carries 0.46; number 32, H, carries 0.49; number 33, H, carries 0.57; number 34, H, carries 0.42; number 35, H, carries 0.68

***

Entry from the OMol25 dataset: a 2-piece molecular cluster, C2H8N3O overall in a non-equilibrium geometry (ωB97M-V with the def2-TZVPD basis set).

The geometry in ORCA input format:
```
! wB97M-V def2-TZVPD RIJCOSX def2/J DEFGRID3
* xyz 1 1
O 0.68 -0.35 -0.41
N 2.26 -0.10 -2.06
N -1.03 1.40 1.02
N -1.26 -0.94 1.16
C 1.07 -0.45 -1.58
C -1.73 0.29 1.27
H -0.28 -1.07 0.80
H -1.52 2.20 1.40
H 2.69 -0.65 -2.78
H -2.67 0.45 1.80
H -1.51 -1.58 1.91
H -0.06 1.34 1.32
H 2.80 0.63 -1.62
H 0.54 -1.16 -2.21
*
```

Properties
Lowest unoccupied orbital energy (hartree): -0.143
ΔE to the lowest compared entry with this formula, charge and spin (kcal/mol): 26.4
Highest occupied orbital energy (eV): -14.3

Need the Mulliken charges? In units of e they are: number 1, O, carries -0.68; number 2, N, carries -0.30; number 3, N, carries -0.35; number 4, N, carries -0.27; number 5, C, carries 0.10; number 6, C, carries 0.11; number 7, H, carries 0.37; number 8, H, carries 0.31; number 9, H, carries 0.24; number 10, H, carries 0.33; number 11, H, carries 0.30; number 12, H, carries 0.26; number 13, H, carries 0.24; number 14, H, carries 0.32

***

Entry from the OMol25 dataset: a 3-piece molecular cluster, C10H17FO7SSi overall (ωB97M-V with the def2-TZVPD basis set).

The geometry in ORCA input format:
```
! wB97M-V def2-TZVPD RIJCOSX def2/J DEFGRID3
* xyz 0 1
S 0.88 4.07 6.22
Si -0.64 2.70 5.65
F 1.31 -0.28 3.99
O -1.06 -2.28 -2.36
O 0.18 1.93 0.51
O -0.70 -1.85 -4.51
O -0.43 -0.21 -2.99
O 1.97 3.21 0.26
O -0.41 -0.53 5.33
O 0.18 4.01 1.38
C 0.19 0.19 4.61
C 1.01 1.23 -0.44
C 0.93 -0.25 -0.23
C -0.09 1.59 4.21
C -1.54 -3.84 -5.62
C -0.83 -3.29 -4.41
C -0.70 -1.34 -3.27
C 0.72 3.13 0.77
C -1.55 -3.42 -3.08
C 2.35 1.89 -0.16
H 0.66 1.50 -1.44
H 1.35 -0.53 0.74
H 1.48 -0.76 -1.02
H 0.78 2.00 3.70
H -2.57 -3.49 -5.66
H -1.87 3.40 5.24
H -0.92 1.88 6.83
H -1.03 -3.53 -6.53
H 3.01 1.97 -1.02
H -2.63 -3.31 -3.20
H -0.10 -0.58 -0.28
H -0.90 1.54 3.47
H 0.18 -3.70 -4.33
H -1.32 -4.32 -2.52
H -1.54 -4.93 -5.58
H 0.81 4.78 5.09
H 2.87 1.40 0.67
*
```

Properties
Lowest unoccupied orbital energy (hartree): 0.017
SMILES: C[C@@H]1COC(=O)O1.C[C@@H]1COC(=O)O1.O=C(F)C[SiH2]S
Highest occupied orbital energy (eV): -9.7

Need the Mulliken charges? In units of e they are: number 1, S, carries -0.32; number 2, Si, carries 0.43; number 3, F, carries -0.25; number 4, O, carries -0.27; number 5, O, carries -0.34; number 6, O, carries -0.36; number 7, O, carries -0.49; number 8, O, carries -0.34; number 9, O, carries -0.49; number 10, O, carries -0.57; number 11, C, carries 0.43; number 12, C, carries 0.55; number 13, C, carries -1.50; number 14, C, carries -0.18; number 15, C, carries -1.44; number 16, C, carries 0.49; number 17, C, carries 0.61; number 18, C, carries 0.70; number 19, C, carries -0.49; number 20, C, carries -0.44; number 21, H, carries 0.32; number 22, H, carries 0.45; number 23, H, carries 0.33; number 24, H, carries 0.16; number 25, H, carries 0.34; number 26, H, carries -0.11; number 27, H, carries -0.13; number 28, H, carries 0.36; number 29, H, carries 0.30; number 30, H, carries 0.31; number 31, H, carries 0.27; number 32, H, carries 0.28; number 33, H, carries 0.27; number 34, H, carries 0.29; number 35, H, carries 0.38; number 36, H, carries 0.16; number 37, H, carries 0.28

***

Entry from the OMol25 dataset: one molecule with the formula C7H10 in a non-equilibrium geometry (ωB97M-V with the def2-TZVPD basis set).

The geometry in ORCA input format:
```
! wB97M-V def2-TZVPD RIJCOSX def2/J DEFGRID3
* xyz 0 1
C 0.14 -1.41 -1.53
C 0.15 1.27 0.47
C -1.04 0.72 -0.31
C -1.13 -0.72 0.39
C -0.21 -1.68 -0.27
C -0.93 0.54 1.15
C 1.62 0.87 0.42
H 0.07 -2.63 0.19
H -1.66 1.26 -1.03
H -1.64 0.90 1.87
H 0.05 2.33 0.74
H 2.12 1.16 1.35
H -2.01 -1.23 0.83
H 1.75 -0.20 0.28
H -0.34 -0.58 -2.04
H 0.90 -1.95 -2.07
H 2.14 1.38 -0.40
*
```

Properties
Lowest unoccupied orbital energy (hartree): 0.044
ΔE to the lowest compared entry with this formula, charge and spin (kcal/mol): 87.5
SMILES: C=C[C@H]1[C@H]2[C@@H](C)[C@@H]12
Highest occupied orbital energy (eV): -8.9

Need the Mulliken charges? In units of e they are: number 1, C, carries -0.54; number 2, C, carries 0.50; number 3, C, carries -0.84; number 4, C, carries 0.36; number 5, C, carries -0.59; number 6, C, carries -0.86; number 7, C, carries -1.34; number 8, H, carries 0.33; number 9, H, carries 0.37; number 10, H, carries 0.35; number 11, H, carries 0.38; number 12, H, carries 0.34; number 13, H, carries 0.38; number 14, H, carries 0.34; number 15, H, carries 0.22; number 16, H, carries 0.31; number 17, H, carries 0.31

***

Entry from the OMol25 dataset: C20H25IrN6OS2 as an isolated structure in a non-equilibrium geometry (ωB97M-V with the def2-TZVPD basis set).

The geometry in ORCA input format:
```
! wB97M-V def2-TZVPD RIJCOSX def2/J DEFGRID3
* xyz 2 1
Ir 0.71 -1.34 0.13
S 0.75 2.08 0.30
S 1.88 -3.26 0.83
O 0.02 0.75 0.08
N 0.62 -0.87 -1.91
N -0.43 -4.10 -0.18
N 0.59 -5.52 1.28
N 0.46 -0.93 2.14
N -0.71 -0.76 2.78
N -0.31 -2.90 -0.78
C -0.35 -1.50 -2.59
C -1.03 5.06 -2.59
C -1.30 3.11 -1.20
C 0.88 0.68 -3.69
C -0.15 0.06 -4.38
C 1.24 0.19 -2.45
C 2.88 -0.75 2.68
C 0.86 4.20 -1.38
C 0.32 5.13 -2.25
C -0.76 -1.05 -3.83
C 0.04 3.21 -0.86
C -0.52 -0.43 4.07
C -1.84 4.05 -2.07
C 0.54 -4.37 0.62
C 0.85 -0.38 4.26
C 0.04 2.74 1.80
C -1.65 -0.19 5.01
C -1.61 -3.74 -2.67
C 1.43 -0.70 3.03
C -0.81 -2.71 -1.95
H 3.38 -1.56 3.20
H -1.59 -0.86 2.29
H -1.55 -1.57 -4.36
H -1.26 0.07 5.99
H 2.04 0.63 -1.87
H 1.91 4.25 -1.10
H -1.05 -4.11 -3.53
H -1.45 5.80 -3.26
H -1.04 2.74 1.72
H 0.94 5.92 -2.66
H -1.92 2.32 -0.79
H -0.46 0.43 -5.35
H 1.39 -5.76 1.84
H -0.10 -6.23 1.11
H 3.03 -0.89 1.61
H 1.36 -0.15 5.18
H 0.38 2.12 2.64
H -2.27 -1.08 5.11
H 0.41 3.76 1.92
H -2.28 0.62 4.66
H 3.37 0.18 2.97
H -1.85 -4.56 -2.02
H 1.41 1.52 -4.11
H -2.54 -3.30 -3.05
H -2.88 4.01 -2.33
*
```

Properties
Lowest unoccupied orbital energy (alpha / beta) (hartree): -0.262 / -0.262
ΔE to the lowest compared entry with this formula, charge and spin (kcal/mol): 18.0
Highest occupied orbital energy (alpha / beta) (eV): -14.1 / -14.1

Need the Mulliken charges? In units of e they are: number 1, Ir, carries 0.78; number 2, S, carries 0.36; number 3, S, carries -0.43; number 4, O, carries -0.64; number 5, N, carries -0.02; number 6, N, carries -1.32; number 7, N, carries -0.38; number 8, N, carries 0.08; number 9, N, carries -0.12; number 10, N, carries 0.63; number 11, C, carries 0.43; number 12, C, carries -0.47; number 13, C, carries -0.37; number 14, C, carries -0.83; number 15, C, carries -0.49; number 16, C, carries -0.11; number 17, C, carries -1.48; number 18, C, carries -0.45; number 19, C, carries -0.63; number 20, C, carries -0.59; number 21, C, carries 0.69; number 22, C, carries 0.62; number 23, C, carries -0.75; number 24, C, carries 0.73; number 25, C, carries -0.96; number 26, C, carries -0.93; number 27, C, carries -1.29; number 28, C, carries -1.54; number 29, C, carries 0.94; number 30, C, carries 0.87; number 31, H, carries 0.35; number 32, H, carries 0.24; number 33, H, carries 0.40; number 34, H, carries 0.35; number 35, H, carries 0.71; number 36, H, carries 0.45; number 37, H, carries 0.39; number 38, H, carries 0.44; number 39, H, carries 0.36; number 40, H, carries 0.45; number 41, H, carries 0.35; number 42, H, carries 0.49; number 43, H, carries 0.20; number 44, H, carries 0.24; number 45, H, carries 0.27; number 46, H, carries 0.49; number 47, H, carries 0.26; number 48, H, carries 0.35; number 49, H, carries 0.49; number 50, H, carries 0.33; number 51, H, carries 0.36; number 52, H, carries 0.36; number 53, H, carries 0.47; number 54, H, carries 0.40; number 55, H, carries 0.44

***

What did the fourth record say?
Entry from the OMol25 dataset: a 3-piece molecular cluster, C10H17FO7SSi overall (ωB97M-V with the def2-TZVPD basis set).

The geometry in ORCA input format:
```
! wB97M-V def2-TZVPD RIJCOSX def2/J DEFGRID3
* xyz 0 1
S 0.88 4.07 6.22
Si -0.64 2.70 5.65
F 1.31 -0.28 3.99
O -1.06 -2.28 -2.36
O 0.18 1.93 0.51
O -0.70 -1.85 -4.51
O -0.43 -0.21 -2.99
O 1.97 3.21 0.26
O -0.41 -0.53 5.33
O 0.18 4.01 1.38
C 0.19 0.19 4.61
C 1.01 1.23 -0.44
C 0.93 -0.25 -0.23
C -0.09 1.59 4.21
C -1.54 -3.84 -5.62
C -0.83 -3.29 -4.41
C -0.70 -1.34 -3.27
C 0.72 3.13 0.77
C -1.55 -3.42 -3.08
C 2.35 1.89 -0.16
H 0.66 1.50 -1.44
H 1.35 -0.53 0.74
H 1.48 -0.76 -1.02
H 0.78 2.00 3.70
H -2.57 -3.49 -5.66
H -1.87 3.40 5.24
H -0.92 1.88 6.83
H -1.03 -3.53 -6.53
H 3.01 1.97 -1.02
H -2.63 -3.31 -3.20
H -0.10 -0.58 -0.28
H -0.90 1.54 3.47
H 0.18 -3.70 -4.33
H -1.32 -4.32 -2.52
H -1.54 -4.93 -5.58
H 0.81 4.78 5.09
H 2.87 1.40 0.67
*
```

Properties
Lowest unoccupied orbital energy (hartree): 0.017
SMILES: C[C@@H]1COC(=O)O1.C[C@@H]1COC(=O)O1.O=C(F)C[SiH2]S
Highest occupied orbital energy (eV): -9.7

Need the Mulliken charges? In units of e they are: number 1, S, carries -0.32; number 2, Si, carries 0.43; number 3, F, carries -0.25; number 4, O, carries -0.27; number 5, O, carries -0.34; number 6, O, carries -0.36; number 7, O, carries -0.49; number 8, O, carries -0.34; number 9, O, carries -0.49; number 10, O, carries -0.57; number 11, C, carries 0.43; number 12, C, carries 0.55; number 13, C, carries -1.50; number 14, C, carries -0.18; number 15, C, carries -1.44; number 16, C, carries 0.49; number 17, C, carries 0.61; number 18, C, carries 0.70; number 19, C, carries -0.49; number 20, C, carries -0.44; number 21, H, carries 0.32; number 22, H, carries 0.45; number 23, H, carries 0.33; number 24, H, carries 0.16; number 25, H, carries 0.34; number 26, H, carries -0.11; number 27, H, carries -0.13; number 28, H, carries 0.36; number 29, H, carries 0.30; number 30, H, carries 0.31; number 31, H, carries 0.27; number 32, H, carries 0.28; number 33, H, carries 0.27; number 34, H, carries 0.29; number 35, H, carries 0.38; number 36, H, carries 0.16; number 37, H, carries 0.28